Entry 1:
A single C17H20N2O4S2 molecule, computed with ωB97M-V/def2-TZVPD.

Each line ends with the natural charge from an NBO analysis.
Element x y z (Å)
C: 3.20500 3.54630 0.73422  -0.27
O: 3.33918 2.38698 -0.07827  -0.48
C: 2.23952 1.84489 -0.57947  0.78
O: 1.13824 2.33642 -0.56670  -0.59
C: 2.56266 0.55257 -1.21994  -0.28
S: 1.91767 0.17565 -2.77607  0.53
C: 2.74648 -1.32686 -2.79602  -0.39
C: 3.45909 -1.53554 -1.65759  -0.25
C: 3.36320 -0.45391 -0.75696  -0.34
S: 3.88239 -0.71848 0.93775  2.33
O: 3.76857 0.46755 1.72146  -0.92
O: 5.11999 -1.43621 0.94311  -0.93
N: 2.69984 -1.80990 1.42338  -0.83
C: 1.39160 -1.49316 1.00648  0.08
C: 0.85062 -0.26382 1.35778  -0.23
C: -0.37749 0.12780 0.86941  -0.20
C: -1.11348 -0.69103 0.00245  0.16
N: -2.27836 -0.26848 -0.60552  -0.44
C: -2.68429 1.11822 -0.53798  -0.22
C: -3.60336 1.39361 0.65592  -0.42
C: -4.82119 0.47582 0.57451  -0.40
C: -4.36617 -0.97761 0.47061  -0.41
C: -3.41856 -1.15046 -0.72320  -0.20
C: -0.57157 -1.94699 -0.30437  -0.24
C: 0.65874 -2.33715 0.18112  -0.23
H: 2.20835 3.97521 0.61530  0.21
H: 3.96960 4.25583 0.42228  0.20
H: 3.37124 3.24392 1.76878  0.20
H: 2.65750 -1.97062 -3.64828  0.24
H: 4.05393 -2.40611 -1.45086  0.24
H: 2.98403 -2.75527 1.21126  0.41
H: 1.41492 0.38470 2.00804  0.24
H: -0.75248 1.09332 1.16240  0.21
H: -1.79834 1.75299 -0.52354  0.22
H: -3.23459 1.33404 -1.46220  0.19
H: -3.91272 2.43980 0.65101  0.21
H: -3.06607 1.19941 1.58602  0.20
H: -5.45614 0.60946 1.45259  0.21
H: -5.41138 0.73354 -0.30871  0.19
H: -5.22665 -1.63878 0.35460  0.21
H: -3.83672 -1.26162 1.38316  0.20
H: -3.09069 -2.18685 -0.78333  0.21
H: -3.94947 -0.90258 -1.64983  0.19
H: -1.09599 -2.61505 -0.96996  0.21
H: 1.06334 -3.30155 -0.09485  0.21

Output
- ΔE to the lowest compared entry with this formula, charge and spin (kJ/mol) = 139.9
- charge = 0
- SMILES = COC(=O)c1sccc1S(=O)(=O)Nc1ccc(N2CCCCC2)cc1
- lowest unoccupied orbital energy (hartree) = 0.006

=====

Entry 2:
2 unconnected molecules or ions with the total composition C2H10NOP, computed with ωB97M-V/def2-TZVPD.

Each line ends with the natural charge from an NBO analysis.
Element x y z (Å)
N: -0.40746 -1.35571 0.59642  -0.85
C: 0.07386 -1.23136 -0.75836  -0.22
C: 1.30142 -0.24277 -0.70580  -0.69
P: 0.54802 1.26486 0.11561  0.61
H: -1.20272 -0.74050 0.69635  0.43
H: 0.29782 -1.10897 1.28348  0.33
H: -0.67710 -0.71128 -1.39111  0.20
H: 0.41964 -2.17305 -1.22968  0.20
H: 1.62955 -0.05887 -1.75388  0.25
H: 2.13463 -0.67507 -0.11190  0.24
H: -0.74471 0.98450 0.70974  0.22
H: 0.37570 2.26695 -0.87847  0.04
H: 1.43414 1.68171 1.13860  0.04
O: -2.33681 0.72669 1.24266  -1.25
H: -3.03674 1.38100 1.15823  0.44

Output
- charge = 0
- lowest unoccupied orbital energy (hartree) = 0.009

=====

Entry 3:
A molecular structure, C37H44N5OSSiV, computed with ωB97M-V/def2-TZVPD.

Each line ends with the Mulliken charge.
Element x y z (Å)
V: -0.11015 0.13635 0.01519  -0.31
C: -2.26053 -2.50053 -1.14430  -1.73
C: -1.76732 -1.92229 0.16158  0.08
C: -2.59374 -0.97494 0.80956  1.26
C: -3.82416 -0.47502 0.09019  -2.28
C: -2.37839 -0.64820 2.15946  1.72
C: -3.45025 0.15226 2.86482  -2.24
C: -1.23686 -1.13159 2.81915  0.76
C: -0.94333 -0.86287 4.27492  -1.65
C: -0.33329 -1.93830 2.12276  1.25
C: 0.92830 -2.41356 2.79749  -2.17
C: -0.63189 -2.41334 0.83222  1.11
C: 0.19676 -3.56851 0.32244  -1.73
H: -2.37647 -1.73608 -1.91097  0.18
H: -3.24014 -2.96020 -0.99393  0.49
H: -1.60232 -3.26050 -1.54789  0.28
H: -4.63804 -1.20393 0.15679  0.43
H: -3.62463 -0.30127 -0.96624  0.36
H: -4.18941 0.45929 0.51032  0.48
H: -3.47981 1.19147 2.52412  0.29
H: -3.32558 0.16983 3.94217  0.35
H: -4.43497 -0.27067 2.66578  0.53
H: -0.84152 -1.80132 4.82302  0.49
H: -1.70838 -0.28081 4.77676  0.29
H: -0.00114 -0.32426 4.38729  0.17
H: 1.72119 -2.58522 2.07322  0.23
H: 0.76016 -3.35445 3.33166  0.53
H: 1.30284 -1.69181 3.51948  0.49
H: 0.18156 -4.37161 1.06168  0.47
H: 1.24125 -3.29266 0.17705  0.01
H: -0.16253 -3.97772 -0.61294  0.34
C: 1.41919 -2.15466 -2.37224  -1.36
Si: 2.63108 -1.14458 -1.35708  0.86
C: 3.82314 -2.37840 -0.60522  -1.51
C: 3.50722 -0.05641 -2.57022  -1.42
N: 1.85631 -0.19220 -0.10602  1.45
C: 2.66319 0.27964 0.94756  0.15
C: 4.07626 0.28075 0.91874  -0.62
C: 4.85806 0.60213 2.01516  -0.96
C: 4.27064 0.95103 3.22591  -1.14
C: 2.89191 1.03821 3.27187  -0.68
C: 2.13470 0.75985 2.15167  -0.38
O: 0.72681 0.97699 2.25042  1.99
C: 0.37705 2.23998 2.73450  -0.02
C: -0.81813 2.32803 3.42559  -0.14
C: -1.25241 3.56011 3.90067  -1.07
C: -0.48696 4.69816 3.69200  -0.88
C: 0.72080 4.58724 3.01247  -0.96
C: 1.16440 3.36228 2.53013  -0.24
H: 1.79184 -3.17920 -2.43422  0.44
H: 1.34515 -1.76215 -3.38773  0.36
H: 0.40585 -2.20666 -1.97399  0.20
H: 3.52447 -3.39758 -0.86252  0.54
H: 3.87793 -2.30208 0.48186  0.40
H: 4.83964 -2.23843 -0.98604  0.42
H: 3.96498 -0.66981 -3.35367  0.43
H: 4.29681 0.55196 -2.12501  0.38
H: 2.79191 0.61511 -3.05630  0.26
H: 4.57820 0.01117 -0.00030  0.25
H: 5.93574 0.57150 1.92089  0.44
H: 4.86650 1.17548 4.09928  0.46
H: 2.38741 1.35872 4.17600  0.55
H: -1.39657 1.43645 3.59410  0.14
H: -2.18309 3.62105 4.45079  0.50
H: -0.81608 5.65649 4.07007  0.44
H: 1.33802 5.46393 2.85994  0.49
H: 2.11879 3.28398 2.02704  0.57
S: -0.53110 0.26298 -2.46708  -0.61
C: -1.69356 1.36856 -2.96000  0.05
N: -1.54825 1.90554 -4.21410  0.07
C: -2.40581 2.76845 -4.77618  -0.16
C: -3.50573 3.16007 -4.07937  -0.97
C: -3.63852 2.58917 -2.80091  0.11
N: -2.79883 1.74678 -2.25561  -0.14
H: -0.73166 1.59403 -4.72745  0.27
H: -2.16512 3.11558 -5.77191  0.45
H: -4.22141 3.85439 -4.48763  0.45
H: -4.50244 2.84664 -2.19320  0.46
N: 2.68861 5.54520 -1.93949  -0.51
C: 1.82888 4.96143 -1.45311  -0.37
C: 0.73562 4.22816 -0.84725  0.19
C: -0.40478 4.88234 -0.39995  -0.44
C: -1.40583 4.14134 0.19252  -1.31
C: -1.22725 2.77664 0.31805  0.22
N: -0.14144 2.13982 -0.13932  1.79
C: 0.83336 2.85308 -0.71162  -0.68
H: -0.49125 5.95542 -0.51091  0.57
H: -2.30631 4.60469 0.56891  0.62
H: -1.98506 2.15740 0.78884  -0.18
H: 1.69732 2.30282 -1.06414  0.34

Output
- ΔE to the lowest compared entry with this formula, charge and spin (kJ/mol) = 5.8
- spin multiplicity = 4
- charge = +1
- lowest unoccupied orbital energy (alpha / beta) (hartree) = -0.126 / -0.126
- ⟨S²⟩ = 3.763

=====

Entry 4:
2 unconnected molecules or ions with the total composition C22H21O, computed with ωB97M-V/def2-TZVPD.

Each line ends with the natural charge from an NBO analysis.
Element x y z (Å)
C: 3.06345 -0.61547 -1.09137  -0.61
C: 1.86065 0.30171 -0.86809  -0.23
C: 2.08367 1.31664 0.27240  -0.61
C: 1.24364 0.80944 -2.17900  0.07
C: 0.13414 1.65299 -2.07671  -0.26
C: -0.55006 2.07814 -3.21806  -0.20
C: -0.11658 1.65867 -4.48585  -0.22
C: 1.01126 0.83295 -4.60072  -0.20
C: 1.68992 0.41111 -3.45330  -0.24
H: 2.79333 -1.45292 -1.75939  0.21
H: 3.90467 -0.05957 -1.52138  0.22
H: 3.38786 -1.03147 -0.12789  0.20
H: 1.15443 1.85652 0.52028  0.21
H: 2.44469 0.77532 1.16474  0.20
H: 2.85026 2.06038 0.03503  0.23
H: -0.24080 1.90818 -1.08858  0.20
H: -1.43270 2.71499 -3.10996  0.22
H: -0.63431 2.01109 -5.38281  0.22
H: 1.35297 0.51261 -5.58947  0.23
H: 2.50818 -0.29779 -3.55076  0.22
H: 1.08359 -0.35113 -0.50149  0.16
C: -0.61012 -1.52606 0.96438  0.07
C: -0.10135 -1.33997 2.24772  -0.20
C: -0.88417 -0.61888 3.18876  0.39
O: -2.02410 0.04028 2.80003  -0.38
C: -2.53413 -0.17898 1.54500  0.38
C: -1.78294 -0.88473 0.56718  -0.18
C: -2.21420 -0.77038 -0.77515  -0.11
C: -3.44936 -0.22689 -1.06500  -0.22
C: -4.24956 0.30382 -0.04006  -0.10
C: -3.78000 0.38416 1.26409  -0.26
C: -0.51729 -0.51001 4.53124  -0.26
C: 0.68648 -1.08145 4.92660  -0.09
C: 1.55618 -1.65785 3.98657  -0.24
C: 1.19073 -1.74705 2.65726  -0.06
H: -0.00191 -2.04333 0.21466  0.25
H: -1.51906 -1.10179 -1.54511  0.25
H: -3.81993 -0.24443 -2.08907  0.25
H: -5.25946 0.63987 -0.25475  0.24
H: -4.35912 0.80321 2.08627  0.26
H: -1.22046 -0.04953 5.22442  0.26
H: 0.93333 -1.09984 5.98328  0.25
H: 2.51001 -2.06725 4.31494  0.25
H: 1.85816 -2.11532 1.87912  0.23

Output
- ΔE to the lowest compared entry with this formula, charge and spin (kJ/mol) = 0.0
- charge = +1
- lowest unoccupied orbital energy (hartree) = -0.206

=====

Entry 5:
A single C6H7OP molecule, computed with ωB97M-V/def2-TZVPD.

Each line ends with the natural charge from an NBO analysis.
Element x y z (Å)
O: -2.69393 -1.52868 0.53649  -0.68
C: -1.60317 -0.77026 0.36283  0.12
C: -1.30619 -0.15388 -0.80361  -0.31
C: 0.07054 0.60557 -0.87847  -0.48
C: 0.59140 0.89857 0.50982  -0.07
C: 1.76707 0.53826 1.01288  -0.39
C: 2.72897 -0.08196 0.30836  -0.49
P: 4.10777 -0.62451 -0.27504  0.50
H: -3.01024 -1.85733 -0.39717  0.48
H: -0.83638 -0.64705 1.19256  0.20
H: -1.94597 -0.19887 -1.80614  0.21
H: -0.20435 1.60152 -1.28729  0.22
H: 0.71936 0.11694 -1.56902  0.23
H: -0.21844 1.31335 1.05901  0.21
H: 1.83356 0.78834 2.03479  0.24

Output
- ΔE to the lowest compared entry with this formula, charge and spin (kJ/mol) = 307.8
- charge = 0
- SMILES = O/C=C/C/C=C\C#P
- lowest unoccupied orbital energy (hartree) = -0.004

=====

Entry 6:
A molecular structure, CH14CoN2O6, computed with ωB97M-V/def2-TZVPD.

Each line ends with the natural charge from an NBO analysis.
Element x y z (Å)
Co: -0.02509 -0.89270 0.29672  1.61
C: 0.38602 2.22352 -0.62917  0.78
O: 0.18366 1.06141 -0.29582  -0.82
N: -0.51528 3.06282 -0.93269  -0.80
N: 1.46156 2.85725 -0.67559  -0.75
H: -0.46188 3.96407 -0.47993  0.42
H: -1.44152 2.70354 -1.11457  0.40
H: 1.50783 3.82319 -0.96699  0.44
H: 2.24300 2.28624 -0.38681  0.40
O: 1.85927 -1.29887 -0.28751  -0.97
H: 2.02010 -2.17964 -0.62605  0.51
H: 2.72101 -0.88219 -0.28365  0.53
O: -0.79546 -1.09592 -1.62722  -0.98
H: -1.68400 -1.17473 -1.97437  0.52
H: -0.26203 -0.85665 -2.38513  0.52
O: 0.38919 -0.45842 2.30667  -0.98
H: 0.24658 -1.27183 2.79067  0.51
H: 0.49637 0.20866 2.98472  0.53
O: -0.20188 -2.96516 0.73189  -0.98
H: -1.14133 -3.13124 0.80983  0.50
H: 0.16983 -3.80746 0.46999  0.53
O: -1.99910 -0.67247 0.73342  -0.97
H: -2.48058 -1.49921 0.70320  0.50
H: -2.67622 -0.00410 0.83833  0.54

Output
- ΔE to the lowest compared entry with this formula, charge and spin (kJ/mol) = 0.0
- spin multiplicity = 4
- charge = +2
- lowest unoccupied orbital energy (alpha / beta) (hartree) = -0.246 / -0.253
- ⟨S²⟩ = 3.754

=====

no.,energy (hartree)
1,-1866.63562
2,-553.40661
3,-3416.91832
4,-925.91740
5,-649.28011
6,-1989.70279